Molecular formula: C41H85BBr3N8O7P2S
Method: DFT, ωB97M-V/def2-TZVPD

Each atom is followed by the atoms it is bonded to, with distances in Å.
Element x y z (Å)
1 C 6.65 2.01 3.82  C2 1.532, H43 1.088, H44 1.085, H45 1.086
2 C 6.02 1.59 5.15  C1 1.532, O3 1.422, H46 1.088, H47 1.087
3 O 5.06 2.55 5.58  C2 1.422, C4 1.423
4 C 3.72 2.11 5.39  O3 1.423, C5 1.519, H48 1.092, H49 1.093
5 C 2.82 3.33 5.48  C4 1.519, C6 1.534, H50 1.086, H51 1.088
6 C 1.58 3.27 4.58  C5 1.534, C7 1.543, H52 1.086, H53 1.087
7 C 1.90 2.88 3.12  C6 1.543, C8 1.557, H54 1.093, H55 1.082
8 C 1.36 1.48 2.70  C7 1.557, C9 1.529, H56 1.087, H57 1.082
9 C 0.57 1.54 1.39  C8 1.529, C10 1.545, N40 1.523, H58 1.090
10 C -0.75 0.76 1.22  C9 1.545, C11 1.524, C19 1.577, H59 1.096
11 C -1.68 0.82 2.43  C10 1.524, C12 1.543, H60 1.090, H61 1.081
12 C -2.34 2.21 2.52  C11 1.543, C13 1.545, H62 1.088, H63 1.090
13 C -3.44 2.35 3.60  C12 1.545, C14 1.523, H64 1.086, H65 1.085
14 C -3.41 1.36 4.76  C13 1.523, S15 1.790, H66 1.085, H67 1.087
15 S -2.13 1.71 5.96  C14 1.790, O16 1.423, O17 1.427, O18 1.598
16 O -1.55 2.98 5.67  S15 1.423
17 O -2.70 1.51 7.25  S15 1.427
18 O -1.00 0.60 5.74  S15 1.598, H68 0.970
19 C -0.66 -0.66 0.53  C10 1.577, B20 1.621, C23 1.506, N28 1.517
20 B -2.12 -0.68 -0.18  C19 1.621, O21 1.375, O22 1.369
21 O -2.34 0.17 -1.24  B20 1.375, H69 0.964
22 O -3.14 -1.50 0.23  B20 1.369, H70 0.961
23 C -0.46 -1.87 1.41  C19 1.506, Br24 1.911, C25 1.333
24 Br 0.22 -1.71 3.19  C23 1.911
25 C -0.67 -3.10 0.95  C23 1.333, C26 1.494, Br27 1.883
26 C -1.14 -3.43 -0.43  C25 1.494, H71 1.089, H72 1.085, H73 1.086
27 Br -0.40 -4.66 1.97  C25 1.883
28 N 0.33 -0.61 -0.61  C19 1.517, C29 1.465, C35 1.400
29 C 1.47 -1.53 -0.57  N28 1.465, C30 1.395, C34 1.398
30 C 1.67 -2.35 -1.68  C29 1.395, C31 1.389, H74 1.080
31 C 2.76 -3.21 -1.69  C30 1.389, C32 1.397, H75 1.077
32 C 3.62 -3.18 -0.59  C31 1.397, N33 1.333, H76 1.080
33 N 3.46 -2.40 0.47  C32 1.333, C34 1.327
34 C 2.41 -1.59 0.46  C29 1.398, N33 1.327, H77 1.081
35 C 0.87 0.66 -0.82  N28 1.400, N36 1.312, N40 1.348
36 N 0.76 1.14 -2.04  C35 1.312, P37 1.802, H78 1.014
37 P 0.01 0.23 -3.40  N36 1.802, O38 1.610, Br39 2.223
38 O -0.58 1.47 -4.24  P37 1.610, H79 0.968
39 Br 1.80 -0.21 -4.65  P37 2.223
40 N 1.49 1.28 0.21  C9 1.523, C35 1.348, P41 1.747
41 P 2.62 2.58 -0.09  N40 1.747, N42 1.542, H80 1.408, H81 1.406
42 N 3.87 2.49 0.81  P41 1.542, H82 1.012
43 H 6.49 1.26 3.04  C1 1.088
44 H 7.73 2.14 3.91  C1 1.085
45 H 6.23 2.94 3.47  C1 1.086
46 H 5.59 0.60 5.07  C2 1.088
47 H 6.80 1.56 5.91  C2 1.087
48 H 3.64 1.59 4.43  C4 1.092
49 H 3.48 1.42 6.19  C4 1.093
50 H 3.37 4.25 5.28  C5 1.086
51 H 2.46 3.40 6.50  C5 1.088
52 H 0.84 2.60 5.03  C6 1.086
53 H 1.12 4.25 4.58  C6 1.087
54 H 1.50 3.67 2.49  C7 1.093
55 H 2.98 2.91 3.02  C7 1.082
56 H 2.24 0.84 2.59  C8 1.087
57 H 0.81 1.09 3.54  C8 1.082
58 H 0.29 2.59 1.30  C9 1.090
59 H -1.27 1.36 0.48  C10 1.096
60 H -2.49 0.10 2.37  C11 1.090
61 H -1.18 0.67 3.37  C11 1.081
62 H -1.57 2.96 2.63  C12 1.088
63 H -2.83 2.40 1.56  C12 1.090
64 H -3.32 3.33 4.05  C13 1.086
65 H -4.41 2.36 3.13  C13 1.085
66 H -4.32 1.49 5.34  C14 1.085
67 H -3.39 0.31 4.46  C14 1.087
68 H -1.42 -0.26 5.88  O18 0.970
69 H -2.74 -0.29 -1.98  O21 0.964
70 H -3.37 -1.39 1.15  O22 0.961
71 H -2.20 -3.66 -0.39  C26 1.089
72 H -0.65 -4.33 -0.79  C26 1.085
73 H -0.99 -2.64 -1.16  C26 1.086
74 H 0.99 -2.34 -2.52  C30 1.080
75 H 2.98 -3.86 -2.52  C31 1.077
76 H 4.48 -3.84 -0.59  C32 1.080
77 H 2.29 -0.94 1.32  C34 1.081
78 H 1.11 2.07 -2.24  N36 1.014
79 H -1.14 2.05 -3.70  O38 0.968
80 H 2.95 2.46 -1.45  P41 1.408
81 H 1.85 3.74 0.10  P41 1.406
82 H 4.72 2.41 0.26  N42 1.012
83 C -5.69 -3.57 -1.00  C84 1.520, H90 1.091, H91 1.091, H92 1.091
84 C -6.59 -4.79 -1.01  C83 1.520, N85 1.449, H93 1.093, H94 1.102
85 N -6.35 -5.65 -2.16  C84 1.449, C86 1.454, C88 1.451
86 C -7.38 -6.66 -2.35  N85 1.454, C87 1.533, H95 1.093, H96 1.094
87 C -7.56 -7.73 -1.27  C86 1.533, H97 1.089, H98 1.091, H99 1.090
88 C -4.98 -6.10 -2.32  N85 1.451, C89 1.535, H100 1.095, H101 1.092
89 C -4.33 -6.87 -1.17  C88 1.535, H102 1.091, H103 1.093, H104 1.088
90 H -5.76 -3.02 -1.94  C83 1.091
91 H -5.99 -2.90 -0.19  C83 1.091
92 H -4.64 -3.83 -0.83  C83 1.091
93 H -7.63 -4.45 -1.06  C84 1.093
94 H -6.48 -5.32 -0.06  C84 1.102
95 H -7.21 -7.15 -3.31  C86 1.093
96 H -8.33 -6.13 -2.46  C86 1.094
97 H -6.76 -8.47 -1.29  C87 1.089
98 H -8.50 -8.26 -1.43  C87 1.091
99 H -7.61 -7.30 -0.26  C87 1.090
100 H -4.36 -5.23 -2.54  C88 1.095
101 H -4.93 -6.71 -3.23  C88 1.092
102 H -4.51 -6.39 -0.20  C89 1.091
103 H -3.25 -6.91 -1.32  C89 1.093
104 H -4.67 -7.90 -1.11  C89 1.088
105 C 5.01 5.52 2.28  C106 1.520, H112 1.091, H113 1.091, H114 1.090
106 C 3.96 6.48 1.74  C105 1.520, N107 1.450, H115 1.096, H116 1.101
107 N 3.00 6.90 2.74  C106 1.450, C108 1.451, C110 1.455
108 C 1.84 7.57 2.19  N107 1.451, C109 1.533, H117 1.093, H118 1.098
109 C 2.05 8.91 1.48  C108 1.533, H119 1.088, H120 1.092, H121 1.090
110 C 3.57 7.49 3.95  N107 1.455, C111 1.534, H122 1.093, H123 1.092
111 C 4.46 8.72 3.79  C110 1.534, H124 1.091, H125 1.091, H126 1.089
112 H 4.52 4.67 2.76  C105 1.091
113 H 5.62 5.14 1.46  C105 1.091
114 H 5.68 5.99 3.00  C105 1.090
115 H 3.41 5.97 0.94  C106 1.096
116 H 4.48 7.33 1.27  C106 1.101
117 H 1.11 7.70 2.99  C108 1.093
118 H 1.38 6.88 1.48  C108 1.098
119 H 2.25 9.72 2.18  C109 1.088
120 H 1.15 9.18 0.93  C109 1.092
121 H 2.87 8.87 0.76  C109 1.090
122 H 4.15 6.71 4.46  C110 1.093
123 H 2.75 7.72 4.63  C110 1.092
124 H 5.19 8.61 2.99  C111 1.091
125 H 5.02 8.89 4.72  C111 1.091
126 H 3.88 9.63 3.61  C111 1.089
127 C 0.22 -6.18 -8.74  C128 1.521, H134 1.090, H135 1.090, H136 1.090
128 C -0.04 -5.23 -7.59  C127 1.521, N129 1.452, H137 1.094, H138 1.102
129 N 0.34 -3.86 -7.88  C128 1.452, C130 1.447, C132 1.454
130 C 0.37 -3.00 -6.72  N129 1.447, C131 1.537, H139 1.093, H140 1.097
131 C -0.95 -2.74 -5.97  C130 1.537, H141 1.089, H142 1.096, H143 1.090
132 C -0.26 -3.28 -9.08  N129 1.454, C133 1.534, H144 1.092, H145 1.093
133 C -1.79 -3.23 -9.17  C132 1.534, H146 1.091, H147 1.091, H148 1.089
134 H 1.26 -6.12 -9.07  C127 1.090
135 H 0.03 -7.21 -8.42  C127 1.090
136 H -0.42 -5.98 -9.60  C127 1.090
137 H 0.55 -5.56 -6.73  C128 1.094
138 H -1.10 -5.31 -7.29  C128 1.102
139 H 0.82 -2.05 -7.00  C130 1.093
140 H 1.08 -3.45 -6.00  C130 1.097
141 H -1.59 -2.05 -6.52  C131 1.089
142 H -0.73 -2.28 -5.00  C131 1.096
143 H -1.50 -3.66 -5.78  C131 1.090
144 H 0.12 -3.83 -9.94  C132 1.092
145 H 0.14 -2.27 -9.20  C132 1.093
146 H -2.25 -4.18 -8.87  C133 1.091
147 H -2.09 -3.03 -10.20  C133 1.091
148 H -2.21 -2.44 -8.56  C133 1.089

Summary:
Energy relative to the best compared isomer or geometry (same formula, charge and spin) = 0.603 eV
Net charge = +1
Frontier orbital gap = 0.2200 Ha
Lowest unoccupied orbital energy = -3.77 eV
E = -310359.7176 eV